This record from OMol25 describes a 2-piece molecular cluster, C3H8Cl2N2 overall at a distorted geometry. The level of theory is ωB97M-V/def2-TZVPD.

## Properties
Highest occupied orbital energy (spin up / spin down) (eV): -9.23 / -9.11
E_tot (eV): -31260.33110
Orbital gap (spin up / spin down) (eV): 8.78 / 8.36

```
15
Properties=species:S:1:pos:R:3:nbo_charge:R:1
C -0.465 1.264 -0.591 -0.623
C -1.463 -1.031 -0.419 -0.616
C -0.175 -0.165 -0.261 -0.165
N 0.339 -0.370 1.014 -0.369
N 2.378 0.112 1.067 -0.424
Cl 3.008 -0.966 2.202 0.174
Cl 2.949 -0.033 -0.499 0.177
H 0.336 1.938 -0.579 0.219
H -0.995 1.384 -1.534 0.219
H -1.110 1.754 0.238 0.193
H -1.573 -1.973 -1.119 0.228
H -2.333 -0.431 -0.729 0.214
H -1.622 -1.435 0.592 0.228
H 0.670 -0.514 -0.853 0.222
H 0.055 0.465 1.470 0.323
```

***

This record from OMol25 describes a 2-piece molecular cluster, C3H8Cl2NP overall at a distorted geometry. The level of theory is ωB97M-V/def2-TZVPD.

## Properties
Highest occupied orbital energy (spin up / spin down) (eV): -8.86 / -6.91
E_tot (eV): -39061.45735
Orbital gap (spin up / spin down) (eV): 8.75 / 6.51

```
15
Properties=species:S:1:pos:R:3:nbo_charge:R:1
C 0.689 -0.922 1.029 -0.408
C 0.123 -1.590 -1.255 -0.432
C 0.166 3.509 0.887 -0.364
N -0.323 -0.889 -0.034 -0.740
P -1.968 -0.810 0.451 0.696
Cl -0.409 2.101 0.158 0.024
Cl -2.886 -1.533 -1.280 -0.340
H 1.575 -0.673 0.485 0.200
H 0.484 -0.111 1.719 0.214
H 0.857 -1.837 1.399 0.186
H -0.284 -1.177 -2.201 0.224
H 1.222 -1.347 -1.503 0.199
H -0.006 -2.664 -1.200 0.197
H 1.221 3.634 0.548 0.175
H -0.461 4.310 0.798 0.167
```

***

This record from OMol25 describes C3H8ClFN2 as an isolated structure at a distorted geometry. The level of theory is ωB97M-V/def2-TZVPD.

## Properties
Highest occupied orbital energy (eV): -9.24
E_tot (eV): -21456.93262
Orbital gap (eV): 9.34

```
15
Properties=species:S:1:pos:R:3:nbo_charge:R:1
C 0.680 0.161 -1.074 -0.285
C -0.815 0.209 -0.688 0.351
C -1.079 -0.624 0.607 -0.288
H 2.108 1.791 -0.114 0.406
H 2.782 -0.235 0.000 0.392
H 0.762 0.737 -1.987 0.203
H 0.873 -0.889 -1.364 0.221
H -0.519 -1.606 0.570 0.172
H -2.122 -0.939 0.438 0.209
H -0.903 -0.754 2.476 0.350
H 0.396 0.427 1.631 0.411
N 1.679 0.586 -0.001 -0.911
N -0.731 0.194 1.816 -0.838
F -1.296 1.495 -0.349 -0.348
Cl -1.816 -0.550 -1.961 -0.044
```

***

This record from OMol25 describes C3H8ClN2 as an isolated structure at a distorted geometry. The level of theory is ωB97M-V/def2-TZVPD.

## Properties
Highest occupied orbital energy (eV): -14.46
Charge: +1
E_tot (eV): -18733.55943
Orbital gap (eV): 9.30

```
14
Properties=species:S:1:pos:R:3:nbo_charge:R:1
C 0.585 0.552 1.759 0.474
C -0.623 0.110 -2.038 -0.599
C -0.094 -0.478 -0.789 -0.244
N -0.007 0.651 0.018 -0.516
N 0.115 -0.539 2.307 -0.695
Cl 1.370 1.852 2.598 0.206
H 0.115 0.942 -2.194 0.203
H -0.645 -0.709 -2.770 0.252
H -1.593 0.595 -2.106 0.249
H -0.761 -1.275 -0.278 0.182
H 0.862 -0.938 -0.967 0.200
H 0.489 1.412 -0.423 0.390
H -0.219 -1.350 1.686 0.458
H 0.406 -0.825 3.198 0.439
```

***

This record from OMol25 describes a 2-piece molecular cluster, C3H8ClNO overall at a distorted geometry. The level of theory is ωB97M-V/def2-TZVPD.

## Properties
Highest occupied orbital energy (eV): -9.71
SMILES: CN(C)C(=O)Cl.[H][H]
E_tot (eV): -19299.27697
Orbital gap (eV): 10.53

```
14
Properties=species:S:1:pos:R:3:nbo_charge:R:1
C 0.007 1.344 0.448 -0.429
N -0.065 -0.102 0.320 -0.470
C 1.089 -0.920 0.622 -0.421
C -1.242 -0.704 -0.014 0.670
O -1.624 -1.799 0.148 -0.551
Cl -2.423 0.507 -0.502 -0.099
H 0.736 1.747 1.282 0.210
H 0.430 1.666 -0.579 0.206
H -0.875 1.895 0.737 0.239
H 2.061 -0.472 0.568 0.217
H 1.138 -1.126 1.672 0.199
H 0.985 -1.892 0.019 0.232
H -0.474 -0.056 -2.450 0.011
H 0.257 -0.089 -2.270 -0.014
```

***

This record from OMol25 describes C3H8ClNO2P as an isolated structure at a distorted geometry. The level of theory is ωB97M-V/def2-TZVPD.

## Properties
Highest occupied orbital energy (spin up / spin down) (eV): -3.80 / -3.80
Charge: -1
E_tot (eV): -30635.63245
Orbital gap (spin up / spin down) (eV): 7.25 / 7.25

```
16
Properties=species:S:1:pos:R:3:nbo_charge:R:1
C 1.106 -0.903 0.891 -0.418
C 1.403 -0.236 -1.454 -0.410
C -2.079 0.406 0.914 -0.757
N 0.491 -0.452 -0.373 -0.739
O -0.119 2.808 0.415 -1.067
O -1.443 0.774 -1.650 -1.137
P -0.750 0.822 -0.341 2.000
Cl -2.922 -1.075 0.498 -0.074
H 1.196 -1.977 0.598 0.188
H 2.170 -0.478 0.991 0.176
H 0.498 -0.643 1.779 0.214
H 2.372 0.325 -1.363 0.165
H 1.698 -1.231 -1.822 0.165
H 0.872 0.343 -2.103 0.230
H -1.759 0.295 2.048 0.222
H -2.735 1.223 0.974 0.244
```

***

Question: What is the formula in the first record?
Answer: C3H8Cl2N2

***

What did the third record say?
This record from OMol25 describes C3H8ClFN2 as an isolated structure at a distorted geometry. The level of theory is ωB97M-V/def2-TZVPD.

## Properties
Highest occupied orbital energy (eV): -9.24
E_tot (eV): -21456.93262
Orbital gap (eV): 9.34

```
15
Properties=species:S:1:pos:R:3:nbo_charge:R:1
C 0.680 0.161 -1.074 -0.285
C -0.815 0.209 -0.688 0.351
C -1.079 -0.624 0.607 -0.288
H 2.108 1.791 -0.114 0.406
H 2.782 -0.235 0.000 0.392
H 0.762 0.737 -1.987 0.203
H 0.873 -0.889 -1.364 0.221
H -0.519 -1.606 0.570 0.172
H -2.122 -0.939 0.438 0.209
H -0.903 -0.754 2.476 0.350
H 0.396 0.427 1.631 0.411
N 1.679 0.586 -0.001 -0.911
N -0.731 0.194 1.816 -0.838
F -1.296 1.495 -0.349 -0.348
Cl -1.816 -0.550 -1.961 -0.044
```

***

Repeat the first record exactly.
This record from OMol25 describes a 2-piece molecular cluster, C3H8Cl2N2 overall at a distorted geometry. The level of theory is ωB97M-V/def2-TZVPD.

## Properties
Highest occupied orbital energy (spin up / spin down) (eV): -9.23 / -9.11
E_tot (eV): -31260.33110
Orbital gap (spin up / spin down) (eV): 8.78 / 8.36

```
15
Properties=species:S:1:pos:R:3:nbo_charge:R:1
C -0.465 1.264 -0.591 -0.623
C -1.463 -1.031 -0.419 -0.616
C -0.175 -0.165 -0.261 -0.165
N 0.339 -0.370 1.014 -0.369
N 2.378 0.112 1.067 -0.424
Cl 3.008 -0.966 2.202 0.174
Cl 2.949 -0.033 -0.499 0.177
H 0.336 1.938 -0.579 0.219
H -0.995 1.384 -1.534 0.219
H -1.110 1.754 0.238 0.193
H -1.573 -1.973 -1.119 0.228
H -2.333 -0.431 -0.729 0.214
H -1.622 -1.435 0.592 0.228
H 0.670 -0.514 -0.853 0.222
H 0.055 0.465 1.470 0.323
```

***

Question: Which value of E_tot does entry 6 give?
Answer: -30635.63245 eV